DFT (wB97M-V/def2-TZVPD) results for a structure of composition C14H15O4PSn.

XYZ file:
```
35
Properties=species:S:1:pos:R:3:forces:R:3:mulliken_charge:R:1
Sn -0.1167 1.2377 -1.9392 -0.26 -10.22 -2.45 2.992
C -0.1183 2.1541 -0.3098 -0.13 5.99 11.09 -0.196
O -0.1190 2.7206 0.6967 -0.13 -1.18 -2.31 -0.207
C -0.1204 2.9456 -2.7773 0.06 10.26 -4.14 0.150
O -0.1227 3.9951 -3.2543 -0.08 -2.53 0.75 -0.212
C -2.0214 1.2225 -1.9586 -8.84 -0.01 -0.62 -0.470
O -3.1745 1.2245 -1.9503 1.85 -0.26 0.12 -0.195
C 1.7880 1.2305 -1.9588 8.95 0.40 -1.05 -0.490
O 2.9410 1.2373 -1.9505 -1.78 -0.19 -0.41 -0.216
C -0.1133 -0.4507 -3.5320 -0.05 -0.44 -0.97 -0.572
H 0.8079 -1.0075 -3.4008 0.05 0.04 0.10 0.368
H -1.0323 -1.0113 -3.4011 -0.03 0.06 0.05 0.433
C -0.1157 0.7542 -4.2094 -0.02 -0.89 -1.73 -0.849
H -1.0366 1.1545 -4.6187 -0.06 0.04 0.03 0.410
H 0.8035 1.1585 -4.6184 0.06 0.06 0.03 0.447
C -1.0376 -1.6451 -0.2754 0.68 -3.15 -2.97 -1.101
P 0.2846 -0.4495 0.1241 -1.44 1.57 3.49 0.753
C 1.9703 0.3089 0.4859 2.43 -2.32 0.27 -1.429
C -0.1141 -0.9167 1.8392 0.70 1.50 1.87 0.400
C 0.8474 -1.6607 2.5577 -0.15 0.36 0.32 -0.415
C 0.7350 -1.8305 3.9408 -0.31 0.11 -0.55 -0.731
C -0.3516 -1.2806 4.6179 -0.26 0.19 -0.43 -0.478
C -1.3269 -0.5669 3.9138 0.48 -0.25 -0.53 -0.793
C -1.2013 -0.3671 2.5228 0.33 -0.46 0.95 -0.365
H -0.9143 -1.9485 -1.3297 -0.62 -0.05 0.20 0.334
H -2.0370 -1.1909 -0.1363 0.82 0.32 0.27 0.409
H -0.9534 -2.5952 0.3027 -0.06 0.92 -0.27 0.470
H 2.3449 0.0125 1.4805 -0.85 -0.24 -0.18 0.563
H 2.7538 -0.1420 -0.1504 -0.30 0.76 0.20 0.456
H 2.0251 1.4097 0.5820 -0.58 -0.48 -0.75 0.451
H 1.7317 -2.0539 2.0708 -0.01 -0.07 -0.09 0.489
H 1.5100 -2.3555 4.4878 -0.10 -0.06 -0.12 0.420
H -0.4270 -1.3974 5.6916 -0.05 0.04 -0.05 0.419
H -2.1587 -0.1337 4.4474 -0.09 0.04 -0.01 0.414
H -1.9304 0.2377 2.0102 -0.21 0.15 -0.10 0.340
```
Forces are in eV/Å.

Values from the calculation:
energy	-1397.89967	a.u.
strongest force on any atom	12.6	eV/A
E_HOMO (alpha / beta)	-14.48 / -14.43	eV
HOMO-LUMO gap (alpha / beta)	5.450 / 5.154	eV
net charge	+2
ΔE to the lowest compared entry with this formula, charge and spin	210.04	kcal per mole